C27H21ClN2OPS4Tl as an isolated structure, computed with ωB97M-V with the def2-TZVPD basis set.

Geometry as XYZ:
```
58
Properties=species:S:1:pos:R:3:forces:R:3
H 3.11030 0.05701 -1.89863 0.0 0.2 0.0
H 0.27025 -3.60153 4.38102 0.0 0.0 0.1
S 0.68865 1.58306 -3.07406 -0.1 0.2 -0.1
C -2.63975 2.67422 3.07081 0.2 -0.2 -0.1
N -0.49333 -1.65054 -1.60768 0.4 -0.3 -0.2
C 4.30601 -3.07839 -2.33162 0.0 0.0 0.0
N -2.02378 0.08677 -1.70013 0.1 -0.5 0.0
H 5.16699 -3.60308 -2.72090 0.0 0.0 -0.1
S 1.05883 4.14539 -4.51474 0.0 -0.2 0.1
P 0.66028 -0.87448 -0.60428 0.2 -0.8 0.1
C 1.37352 -2.21990 3.17264 0.1 0.0 0.0
C -1.62918 -1.10674 -2.14291 -0.6 0.1 0.0
C -3.19057 0.56927 -2.12256 -0.2 -0.1 -0.1
H -4.21127 -1.88650 -4.18090 0.0 -0.1 0.0
C 1.70394 5.65903 -3.86633 0.0 -0.4 0.3
C 1.34758 3.14488 -3.09391 -0.4 -0.3 -0.5
C 4.25219 -1.69571 -2.38794 0.1 -0.1 -0.1
H -0.19584 -2.52382 -2.02741 -0.1 0.1 0.0
H -2.59403 0.68437 1.26907 -0.1 0.0 -0.2
C 3.16151 -1.02005 -1.86309 -0.1 0.0 0.1
C 2.12464 -1.73446 -1.27918 0.0 0.3 0.1
C -3.59942 -1.33489 -3.48279 0.2 0.1 0.2
C 0.49611 -1.82227 0.96555 0.0 0.2 -0.2
H -2.01819 -2.77688 -3.45256 0.1 -0.1 0.0
H -1.00362 -0.03209 1.80684 0.1 0.0 -0.1
H -1.29359 -2.88162 0.46679 -0.1 0.0 0.0
H 0.24019 2.49993 5.63202 0.1 0.0 0.0
Cl -1.49803 4.61217 6.34356 0.0 0.1 0.2
C -2.38479 -1.83470 -3.07654 0.0 0.0 0.0
C -4.02922 -0.11018 -2.97914 0.0 0.1 0.0
C -1.65251 0.83049 1.77756 -0.2 -0.4 0.0
C -0.63066 -3.32771 2.45874 0.0 -0.1 0.1
H 5.05920 -1.14374 -2.84890 0.0 0.0 0.0
C -0.54546 -2.70292 1.22586 0.0 0.2 -0.1
C 3.26141 -3.79553 -1.76505 0.0 -0.1 0.0
C -1.56127 3.48432 5.04181 0.0 -0.2 -0.2
C 1.44599 -1.57184 1.95329 0.0 0.0 -0.1
C -2.61146 3.54510 4.13201 0.1 0.1 0.2
H -3.45823 1.54421 -1.73404 -0.1 0.1 0.0
C -0.58485 1.66573 3.83805 -0.2 0.0 -0.4
S 2.38217 5.45490 -2.24405 0.0 -0.2 0.2
H 3.29078 -4.87589 -1.73903 0.0 0.0 0.0
O 1.68498 6.69618 -4.45501 0.1 0.4 -0.3
C 2.17627 -3.12499 -1.23491 0.1 0.0 0.0
C 1.97266 3.75256 -2.02343 0.3 0.2 0.5
H -3.43780 2.74211 2.34548 -0.1 0.0 0.0
C -0.55505 2.53459 4.90318 -0.1 0.2 0.1
H -3.38676 4.28253 4.26442 -0.1 0.1 0.0
H -1.45181 -3.99416 2.67047 -0.1 -0.1 0.0
S 2.23161 3.01878 -0.51996 0.1 0.2 -0.1
H 2.24150 -0.86568 1.75029 0.1 0.0 0.1
H 0.20439 0.94077 3.70335 0.1 -0.1 0.1
C 0.33199 -3.09830 3.42719 0.0 0.0 0.0
Tl -0.44652 1.79181 -0.43399 0.2 0.7 0.1
H 2.12364 -2.04064 3.92866 0.1 0.0 0.1
C -1.62491 1.71239 2.88517 0.0 0.4 0.4
H 1.37498 -3.67848 -0.76240 0.0 -0.1 0.1
H -4.99068 0.29514 -3.24576 -0.1 0.1 -0.1
```
Forces are in eV/Å.

LUMO (alpha / beta)	-0.0462 / -0.0523	Eh

Atomic partial charges in e from the Löwdin method, atoms 1 to 5: H 0.08; H 0.10; S 0.50; C -0.04; N -0.11